[1]
Here is a structure of composition H8IO4 from OMol25. Energies are from ωB97M-V with the def2-TZVPD basis set.

Summary:
* multiplicity: 1
* calculated total energy: -603.498148 Eh
* charge: -1
* molecular weight: 199.0 g mol⁻¹
* frontier orbital gap: 8.2 eV
* highest occupied orbital energy: -4.9 eV

Last column: natural (NBO) charge in e.
CARTESIAN COORDINATES (ANGSTROEM)
I -0.2533 0.3149 0.2831  -0.66
O -0.2099 0.3741 -2.7668  -0.98
O -2.7644 1.5466 1.4776  -0.99
O 2.5647 -0.2152 -0.6568  -0.97
O 0.3769 -2.0588 1.5526  -0.98
H 2.2933 -0.2965 -1.5711  0.44
H 0.0844 -1.3972 0.9257  0.41
H -2.0692 1.2362 0.8974  0.46
H -2.4963 1.2571 2.3497  0.45
H 1.8488 0.2601 -0.2352  0.46
H 0.7285 0.2000 -2.8394  0.44
H 0.2695 -1.6430 2.4080  0.45
H -0.3730 0.4218 -1.8248  0.46

Forces on atoms 1 to 6 (eV/Å):
-0.89 3.03 -0.24
0.00 0.01 -2.01
-1.67 0.83 0.75
1.78 -0.40 -0.55
0.83 -2.85 1.60
-0.05 -0.07 -0.04

***

[2]
Here is a structure of composition H8Li7O20S4 from OMol25. Energies are from ωB97M-V with the def2-TZVPD basis set.

Summary:
* multiplicity: 1
* calculated total energy: -3155.846383 Eh
* charge: -1
* molecular weight: 504.9 g mol⁻¹
* frontier orbital gap: 4.9 eV
* highest occupied orbital energy: -4.7 eV

Last column: natural (NBO) charge in e.
CARTESIAN COORDINATES (ANGSTROEM)
S -3.2901 2.7617 -0.3679  2.57
S -3.1832 -2.6767 -0.3783  2.59
S 0.1553 -0.0529 -0.3279  2.64
S 1.6299 -3.5327 -0.4153  2.60
O 2.1467 -4.8653 -0.4870  -1.01
O -2.0458 3.5917 -0.6394  -1.21
O 1.8315 -2.9516 0.9868  -1.23
O -2.9064 1.8467 0.7689  -1.17
O -3.1867 -1.1950 -0.1137  -1.14
O 0.1954 -0.6704 -1.6603  -1.10
O -2.4768 -2.9618 -1.6741  -1.17
O -0.9457 1.1024 2.4617  -0.95
O 2.2664 -2.6460 -1.4423  -1.18
O -3.6229 2.0257 -1.5960  -1.05
O -4.3609 3.6497 0.0672  -1.03
O 3.1337 2.1940 0.5770  -0.98
O -0.4522 1.2953 -0.3973  -1.11
O -2.3850 -3.3567 0.7052  -1.14
O 0.8006 3.4981 0.8474  -0.99
O 1.5936 0.0915 0.1416  -1.20
O -0.5610 -0.9052 0.6113  -1.07
O 4.2551 -0.5995 -0.8948  -0.96
O -4.5522 -3.1718 -0.4304  -1.03
O 0.1700 -3.4906 -0.6380  -1.09
Li -2.2094 0.0321 1.0245  0.89
Li -0.9746 2.6756 1.1448  0.89
Li -0.9431 2.3050 -1.9216  0.95
Li 2.2939 -1.1704 1.4624  0.95
Li -0.5485 -2.8186 1.0538  0.91
Li 2.4989 -0.7291 -1.8734  0.93
Li -1.2496 -1.7614 -2.4241  0.95
H -1.2948 1.1272 3.3599  0.50
H 3.5460 2.5757 -0.2037  0.47
H 2.6010 1.4290 0.2533  0.51
H 1.6734 3.1793 0.5706  0.50
H 5.0048 -0.6863 -1.4942  0.49
H 0.8489 4.4567 0.8880  0.48
H 4.6372 -0.2561 -0.0815  0.49
H -0.0935 0.6607 2.5369  0.48

Forces on atoms 1 to 6 (eV/Å):
-1.51 0.73 -0.04
-0.44 -0.39 0.51
-0.15 -0.37 -0.32
-1.53 0.07 -1.03
0.85 -0.55 0.21
1.45 -0.36 -0.19

***

[3]
Here is a structure of composition H8MgN2O10 from OMol25. Energies are from ωB97M-V with the def2-TZVPD basis set.

Summary:
* multiplicity: 1
* calculated total energy: -1066.698412 Eh
* molecular weight: 220.4 g mol⁻¹
* frontier orbital gap: 8.5 eV
* highest occupied orbital energy: -9.1 eV

Last column: natural (NBO) charge in e.
CARTESIAN COORDINATES (ANGSTROEM)
Mg -11.1456 6.6661 -14.9800  1.79
O -9.3400 9.4733 -17.3806  -0.47
O -10.0302 7.8307 -16.2536  -0.73
O -9.6235 6.3742 -13.7813  -1.00
O -13.2247 3.9082 -12.6219  -0.47
O -11.9463 5.1519 -13.7442  -0.71
O -12.8393 6.8572 -15.8915  -1.00
O -11.5543 8.3653 -14.0003  -0.99
O -7.9775 8.3279 -16.2600  -0.49
O -10.4406 5.1201 -16.1450  -0.98
O -11.0900 3.5570 -12.5876  -0.50
N -9.0902 8.4917 -16.7082  0.74
N -12.0743 4.2560 -12.9133  0.72
H -9.8799 6.1894 -12.8778  0.51
H -13.4723 6.1566 -16.0487  0.52
H -11.1386 9.2237 -13.9194  0.52
H -12.4125 8.4747 -13.5906  0.50
H -10.6818 4.2033 -16.2770  0.51
H -13.0745 7.5389 -16.5210  0.52
H -8.6669 6.3999 -13.7588  0.52
H -9.4876 5.1328 -16.2337  0.51

Forces on atoms 1 to 6 (eV/Å):
1.15 -0.63 -0.17
-0.56 0.39 -1.62
-2.62 -2.42 0.50
1.02 0.13 0.78
0.33 0.54 0.67
0.45 3.36 -1.82

***

[4]
Here is a cluster of 2 separate species, H8N2Si2 in total from OMol25. Energies are from ωB97M-V with the def2-TZVPD basis set.

Summary:
* multiplicity: 1
* calculated total energy: -693.229439 Eh
* molecular weight: 92.2 g mol⁻¹
* frontier orbital gap: 7.9 eV
* highest occupied orbital energy: -7.8 eV

Last column: natural (NBO) charge in e.
CARTESIAN COORDINATES (ANGSTROEM)
Si -2.3329 -0.1514 -0.0173  0.22
Si 0.8567 -0.1530 0.5367  1.40
N 1.6393 -1.0725 -0.6682  -1.29
N 1.5581 1.4898 0.2082  -1.28
H -2.5857 -1.4557 0.7538  -0.15
H 0.9843 1.9968 -0.5013  0.40
H -3.1420 1.0213 0.5209  -0.14
H 1.1395 -0.5897 1.9673  -0.19
H 1.4007 -0.4891 -1.5271  0.39
H -2.8874 -0.4909 -1.4337  -0.14
H 1.8224 1.9216 1.0521  0.39
H 1.5471 -2.0272 -0.8913  0.40

Forces on atoms 1 to 6 (eV/Å):
1.22 -0.85 0.07
-0.82 1.64 -0.17
-0.53 2.06 -1.39
-1.98 -2.62 -1.44
-0.14 0.85 -0.24
0.92 -0.01 1.49

***

[5]
Here is a structure of composition H8N5O19Zn2 from OMol25. Energies are from ωB97M-V with the def2-TZVPD basis set.

Summary:
* multiplicity: 1
* calculated total energy: -5266.134360 Eh
* charge: -1
* molecular weight: 512.9 g mol⁻¹
* frontier orbital gap: 2.9 eV
* highest occupied orbital energy: -4.7 eV

Last column: natural (NBO) charge in e.
CARTESIAN COORDINATES (ANGSTROEM)
Zn -1.3104 1.9617 -2.7073  1.71
Zn 1.7321 -0.7947 1.9141  1.78
O -3.3525 -1.8981 -1.1886  -0.92
O 2.8401 0.7853 2.3514  -0.72
O -1.4660 -2.0309 -3.3735  -0.38
O 0.8971 -2.5453 1.2104  -0.73
O -1.4697 3.7943 -1.6923  -1.02
O -1.2801 0.0495 -3.5304  -0.72
O 4.2954 0.2661 -0.8571  -0.54
O 0.4416 -0.8757 3.4849  -0.99
O -1.4012 -0.2550 -0.1450  -0.45
O -0.1852 -3.2586 -0.4214  -0.42
O 3.2749 -1.1588 -1.9722  -0.44
O 4.0383 1.8991 3.6606  -0.52
O 0.4124 0.3837 0.8446  -0.52
O -0.2846 -4.2617 1.3071  -0.56
O -3.4118 1.3738 0.9929  -0.93
O 2.8244 -0.9268 0.1008  -0.71
O -0.4012 1.2401 -0.9973  -0.73
O 0.4933 -1.1043 -3.3849  -0.43
O 3.6778 2.6004 1.7664  -0.46
N -0.4684 0.4663 -0.0360  0.78
N -0.7595 -1.0335 -3.4237  0.71
N 3.4890 1.7930 2.5993  0.76
N 0.1632 -3.3504 0.6611  0.76
N 3.5024 -0.6780 -0.9230  0.74
H -4.2032 -1.4725 -1.0818  0.44
H -2.7149 -1.2167 -0.9757  0.47
H 0.2263 -0.1387 4.0564  0.50
H -0.3209 -1.4518 3.5385  0.52
H -3.0675 0.9736 0.1945  0.47
H -1.9693 4.6107 -1.6989  0.52
H -3.4745 2.3063 0.7863  0.45
H -0.7675 3.9478 -1.0602  0.54

Forces on atoms 1 to 6 (eV/Å):
1.39 -3.29 1.31
0.80 -0.37 -2.17
-0.55 -0.13 -0.09
-2.88 -3.28 -0.30
-0.22 0.82 -0.34
3.11 3.36 2.46

***

[6]
Here is a cluster of 4 separate species, H8O4 in total from OMol25. Energies are from ωB97M-V with the def2-TZVPD basis set.

Summary:
* multiplicity: 1
* calculated total energy: -305.720835 Eh
* SMILES string: O.O.O.O
* molecular weight: 72.1 g mol⁻¹
* frontier orbital gap: 11.1 eV
* highest occupied orbital energy: -10.8 eV

Last column: natural (NBO) charge in e.
CARTESIAN COORDINATES (ANGSTROEM)
O 1.8782 0.8065 1.7135  -0.97
O 0.0422 0.3735 -0.6975  -0.94
O 0.4132 -2.4725 -0.7305  -0.94
O -2.1048 1.8665 0.4485  -0.99
H -0.2288 0.5385 -1.5425  0.47
H 1.7512 1.6785 2.0005  0.47
H 0.0592 -0.5205 -0.6395  0.49
H -2.9588 1.8185 -0.0815  0.47
H -0.1268 -3.1035 -0.9595  0.46
H -1.3638 1.3305 0.0355  0.50
H 1.1922 -2.9955 -0.3335  0.49
H 1.4472 0.6795 0.7865  0.49

Forces on atoms 1 to 6 (eV/Å):
-0.49 -2.69 -2.81
0.87 3.67 2.92
6.60 3.75 2.93
-0.67 -0.39 -1.09
-0.91 0.99 -3.62
-0.51 1.90 0.25

***

[7]
Here is a cluster of 4 separate species, H8O4 in total from OMol25. Energies are from ωB97M-V with the def2-TZVPD basis set.

Summary:
* multiplicity: 1
* calculated total energy: -305.754216 Eh
* SMILES string: O.O.O.O
* molecular weight: 72.1 g mol⁻¹
* frontier orbital gap: 11.2 eV
* highest occupied orbital energy: -10.8 eV

Last column: natural (NBO) charge in e.
CARTESIAN COORDINATES (ANGSTROEM)
O 2.9642 1.2304 1.4364  -0.96
O 2.1795 0.2612 -1.2685  -0.97
O -0.2538 -0.1524 0.1840  -0.97
O -3.7529 -0.9618 -0.1753  -0.95
H 2.6504 0.7571 0.6513  0.49
H -0.0706 -0.5476 1.0432  0.48
H 1.3288 0.1587 -0.8061  0.50
H 2.4624 2.0505 1.4418  0.46
H -1.1333 -0.4694 -0.0589  0.50
H -4.1186 -0.7207 -1.0322  0.47
H -4.5178 -1.0790 0.3964  0.48
H 2.2616 -0.5272 -1.8122  0.47

Forces on atoms 1 to 6 (eV/Å):
-0.21 -0.13 0.08
-0.16 0.04 0.22
-0.07 -0.10 0.07
0.09 0.02 -0.06
0.34 0.15 -0.09
0.00 0.05 -0.01

***

[8]
Here is a cluster of 4 separate species, H8O4 in total from OMol25. Energies are from ωB97M-V with the def2-TZVPD basis set.

Summary:
* multiplicity: 1
* calculated total energy: -305.737975 Eh
* SMILES string: O.O.O.O
* molecular weight: 72.1 g mol⁻¹
* frontier orbital gap: 10.5 eV
* highest occupied orbital energy: -10.4 eV

Last column: natural (NBO) charge in e.
CARTESIAN COORDINATES (ANGSTROEM)
O 52.6680 29.1970 18.4290  -0.94
O 55.4510 30.1480 19.1250  -0.95
O 50.0980 28.2740 18.1210  -0.97
O 53.1100 31.5450 20.2000  -0.97
H 52.8650 29.8500 19.1370  0.49
H 56.3150 30.7100 19.0770  0.47
H 53.2530 32.3540 19.6900  0.49
H 53.1940 28.4940 18.7050  0.47
H 50.9260 28.6950 18.5590  0.49
H 52.7160 31.7740 21.0170  0.49
H 54.7830 30.7870 19.4000  0.47
H 49.7590 27.8170 18.9210  0.45

Forces on atoms 1 to 6 (eV/Å):
-1.12 2.47 0.52
2.57 1.61 -0.18
1.36 0.39 2.44
0.80 -0.28 -1.59
-0.38 -0.12 -0.72
-2.38 -1.64 0.13

***

[9]
Here is a cluster of 4 separate species, H8O4 in total from OMol25. Energies are from ωB97M-V with the def2-TZVPD basis set.

Summary:
* multiplicity: 1
* calculated total energy: -305.740379 Eh
* SMILES string: O.O.O.O
* molecular weight: 72.1 g mol⁻¹
* frontier orbital gap: 11.7 eV
* highest occupied orbital energy: -11.3 eV

Last column: natural (NBO) charge in e.
CARTESIAN COORDINATES (ANGSTROEM)
O -2.0750 -3.0384 0.4828  -0.97
O -1.8310 -0.4547 -0.4976  -1.00
O 3.4399 4.9707 1.5171  -0.93
O 0.6526 -1.7115 -1.4811  -0.95
H -1.9288 -2.9958 1.4145  0.46
H 3.4024 5.9155 1.6323  0.46
H 0.1060 -1.4088 -2.1817  0.47
H -2.4376 0.1359 -0.9934  0.50
H 0.0720 -2.2648 -0.9284  0.49
H -2.4196 -2.1589 0.2355  0.49
H -0.9215 -0.1872 -0.2974  0.51
H 2.6153 4.8072 1.0341  0.46

Forces on atoms 1 to 6 (eV/Å):
-0.29 0.21 -1.03
-1.10 -0.38 -0.08
-0.57 -0.34 -0.36
0.57 -0.57 1.36
0.12 0.01 0.95
0.25 0.58 0.22

***

[10]
Here is a cluster of 4 separate species, H8O4 in total from OMol25. Energies are from ωB97M-V with the def2-TZVPD basis set.

Summary:
* multiplicity: 1
* calculated total energy: -305.724675 Eh
* SMILES string: O.O.O.O
* molecular weight: 72.1 g mol⁻¹
* frontier orbital gap: 10.4 eV
* highest occupied orbital energy: -10.3 eV

Last column: natural (NBO) charge in e.
CARTESIAN COORDINATES (ANGSTROEM)
O -0.4937 0.3617 -0.1163  -1.02
O 0.4923 3.0147 0.2018  -0.96
O -0.9267 -1.4183 1.7357  -0.96
O 1.3693 -0.8893 -2.1713  -0.97
H -0.0197 -0.0383 -0.9133  0.49
H 0.2003 2.1427 0.2147  0.49
H 0.1793 3.4837 0.9787  0.46
H -0.5767 -0.3493 0.5747  0.49
H 0.9993 -0.9513 -3.0662  0.49
H 1.3063 -1.7973 -1.5643  0.49
H -0.7427 -2.4053 1.9887  0.50
H -1.7877 -1.1543 2.1367  0.50

Forces on atoms 1 to 6 (eV/Å):
0.69 -1.01 -0.98
1.21 3.08 -0.22
-0.39 -2.80 1.54
-0.06 -2.67 2.66
-0.74 0.73 1.57
-1.13 -2.76 0.23

***

[11]
Here is a cluster of 4 separate species, H8O4 in total from OMol25. Energies are from ωB97M-V with the def2-TZVPD basis set.

Summary:
* multiplicity: 1
* calculated total energy: -305.726133 Eh
* SMILES string: O.O.O.O
* molecular weight: 72.1 g mol⁻¹
* frontier orbital gap: 10.5 eV
* highest occupied orbital energy: -10.8 eV

Last column: natural (NBO) charge in e.
CARTESIAN COORDINATES (ANGSTROEM)
O 2.9577 -0.8229 -0.5096  -0.93
O 0.7770 0.6736 0.9933  -0.93
O -0.8893 1.5084 -0.8075  -0.94
O -2.7541 -1.1375 -0.0088  -0.92
H -1.4984 1.6673 -0.0777  0.45
H -3.0328 -2.0521 0.1129  0.47
H 2.8861 -0.5623 0.4155  0.47
H 0.6403 -0.2701 1.1340  0.46
H 0.2788 1.0914 1.7047  0.48
H -1.9282 -1.0765 0.4844  0.45
H -0.2833 0.8412 -0.4662  0.48
H 2.2070 -1.4118 -0.6461  0.46

Forces on atoms 1 to 6 (eV/Å):
-0.14 -0.22 0.16
0.29 -0.60 0.57
-0.55 0.13 -0.34
0.11 -0.15 0.18
-0.03 -0.01 -0.24
-0.06 0.07 -0.04

***

[12]
Here is a cluster of 4 separate species, H8O4 in total from OMol25. Energies are from ωB97M-V with the def2-TZVPD basis set.

Summary:
* multiplicity: 1
* calculated total energy: -305.766891 Eh
* SMILES string: O.O.O.O
* molecular weight: 72.1 g mol⁻¹
* frontier orbital gap: 12.0 eV
* highest occupied orbital energy: -11.2 eV

Last column: natural (NBO) charge in e.
CARTESIAN COORDINATES (ANGSTROEM)
O 1.2045 0.6136 -0.8929  -1.00
O 1.2742 -1.3477 0.9369  -0.99
O -1.2031 -0.9020 0.4892  -1.00
O -1.2845 1.5370 -0.5779  -0.97
H 1.2542 -1.0668 1.8609  0.48
H 1.2304 -0.1592 -0.3370  0.51
H 1.9770 0.6159 -1.4543  0.48
H -1.9277 -1.3523 0.0474  0.47
H -1.3059 0.0163 0.1405  0.51
H 0.3496 -1.6220 0.6714  0.51
H -1.1715 2.2627 0.0478  0.48
H -0.3972 1.4043 -0.9320  0.51

Forces on atoms 1 to 6 (eV/Å):
-0.25 1.34 -0.98
-0.16 -0.71 -0.28
-0.84 -0.07 -0.31
-0.55 0.52 0.25
-0.28 -0.12 -0.34
0.36 -0.93 0.93